This record from the OMol25 dataset describes a cluster of 4 separate species, C2H12O3S2 in total at a distorted geometry. The level of theory is wB97M-V/def2-TZVPD.

For the highest occupied orbital energy, the calculation gives -0.328 Eh. The value obtained for the lowest unoccupied orbital energy is -0.005 eV. The value obtained for the total energy is -30080.2105 eV. As for the SMILES: CCSS.O.O.O. The value obtained for the orbital gap is 0.32740 Eh. The relative energy (zero: lowest compared OMol25 entry of this formula, charge and spin) is 2.019 eV.

Geometry as ORCA input:
```
! RIJCOSX wB97M-V def2-TZVPD def2/J DEFGRID3
* xyz 0 1
C 1.608 -0.966 -3.290
C 2.186 -0.612 -1.934
S 1.286 -1.772 -0.634
S -0.554 -0.805 -0.633
H 0.498 -1.144 -3.105
H 1.917 -0.227 -4.011
H 1.746 -2.027 -3.654
H 3.198 -1.052 -1.819
H 2.122 0.496 -1.678
H -1.222 -1.804 -1.075
O -0.222 5.297 2.333
H -1.100 5.058 2.510
H -0.518 6.260 2.084
O 0.579 -0.461 2.492
H -0.003 -0.978 2.003
H 0.084 0.382 2.711
O -4.506 0.659 1.981
H -3.878 0.187 1.447
H -4.138 1.582 1.748
*
```